Molecular formula: C31H41ClIN3O6PS
Method: DFT, ωB97M-V/def2-TZVPD

```
85
C31H41ClIN3O6PS ωB97M-V/def2-TZVPD
C 0.394 3.211 3.659
C 1.289 2.567 2.753
C 1.864 1.766 1.409
C 1.652 0.109 1.530
C 0.146 -0.546 1.173
C -1.113 0.440 0.773
N -1.115 1.952 0.716
C -2.624 -0.161 0.378
C -3.822 0.926 -0.047
O -3.554 1.603 -1.331
C -3.679 0.701 -2.481
C -2.701 1.353 -3.673
C -2.832 -1.799 0.468
C -4.358 -2.209 -0.003
C -5.474 -2.213 1.187
C -1.644 -2.864 0.965
P -2.021 -4.709 1.208
O -1.879 -4.743 3.008
I -4.224 -5.589 1.060
C -0.141 -2.195 1.251
C 1.222 -3.096 1.620
C 1.292 -4.704 1.684
C 1.748 -5.441 0.253
C 2.095 -4.319 -0.923
Cl 0.411 -6.527 -0.484
C 2.708 -2.359 1.928
S 4.325 -3.220 2.261
C 4.631 -4.984 1.877
O 4.591 -3.049 3.810
O 5.557 -2.605 1.464
N 2.835 -0.810 1.932
C 4.096 -0.050 2.306
O 4.821 0.307 1.041
C 5.685 1.478 1.244
C 5.903 2.461 -0.092
C 6.817 3.823 -0.103
C 7.556 4.264 1.301
C 7.384 3.297 2.626
C 6.468 1.900 2.620
H -0.404 3.722 4.381
H 2.971 2.119 1.317
H 1.403 2.192 0.391
H -1.745 2.383 1.429
H -1.277 2.326 -0.244
H -3.738 1.782 0.782
H -4.903 0.501 0.072
H -4.749 0.629 -2.950
H -3.280 -0.386 -2.318
H -1.558 1.136 -3.405
H -3.000 1.001 -4.749
H -2.820 2.531 -3.542
H -4.254 -3.197 -0.631
H -4.812 -1.473 -0.832
H -6.232 -3.111 1.099
H -6.070 -1.179 1.182
H -4.961 -2.279 2.238
H -1.443 -5.646 3.204
H 2.062 -4.942 2.574
H 0.412 -5.337 2.068
H 2.644 -6.214 0.421
H 2.886 -3.521 -0.596
H 1.052 -3.839 -1.233
H 2.466 -4.911 -1.880
H 4.515 -5.138 0.698
H 4.052 -5.797 2.503
H 5.785 -5.219 2.082
H 3.885 0.920 2.977
H 4.875 -0.609 2.966
H 5.377 2.162 -1.117
H 6.899 4.426 -1.128
H 8.178 5.264 1.283
H 7.925 3.625 3.611
H 6.338 1.228 3.585
C -4.233 4.946 -5.875
C -4.196 4.990 -4.371
O -3.144 4.914 -3.739
N -5.382 5.119 -3.710
C -6.707 5.222 -4.274
H -3.216 4.841 -6.264
H -4.821 4.088 -6.208
H -4.658 5.874 -6.264
H -5.282 5.141 -2.701
H -7.144 6.167 -3.944
H -7.305 4.393 -3.889
H -6.699 5.187 -5.364
```

Highest occupied orbital energy (eV): -10.3
Total charge: +1
2S+1: 1
Gap between HOMO and LUMO (eV): 5.437


Molecular formula: C5H11NO
Method: DFT, ωB97M-V/def2-TZVPD

```
18
C5H11NO ωB97M-V/def2-TZVPD
C -0.044 0.920 -1.649
C 0.789 0.077 -0.698
C 0.346 0.117 0.767
C -0.282 1.399 1.340
N -0.630 -0.978 0.780
C -0.430 -1.984 -0.080
O 0.670 -2.679 -0.405
H -1.116 0.683 -1.561
H 0.047 2.014 -1.506
H 0.243 0.718 -2.689
H 1.329 -1.973 -0.585
H 1.862 0.303 -0.807
H 1.205 -0.150 1.403
H 0.445 2.217 1.262
H -1.176 1.689 0.775
H -0.556 1.300 2.401
H -1.399 -1.040 1.449
H -1.303 -2.634 -0.197
```

Highest occupied orbital energy (spin up / spin down) (eV): -6.4 / -6.5
2S+1: 1
Gap between HOMO and LUMO (spin up / spin down) (eV): 6.798 / 6.938


Molecular formula: H2N2O3S
Method: DFT, ωB97M-V/def2-TZVPD

```
8
H2N2O3S ωB97M-V/def2-TZVPD
N -1.573 -2.028 0.235
N -0.759 0.346 -0.182
O 0.719 -0.671 2.238
O 2.447 -2.357 1.863
O -1.720 -1.021 -0.297
S 1.065 -2.080 2.252
H -0.873 0.907 -1.065
H 0.177 0.583 0.075
```

Highest occupied orbital energy (spin up / spin down) (eV): -9.0 / -9.0
2S+1: 1
Gap between HOMO and LUMO (spin up / spin down) (eV): 7.650 / 7.702


Molecular formula: C2H2ClO3
Method: DFT, ωB97M-V/def2-TZVPD

```
8
C2H2ClO3 ωB97M-V/def2-TZVPD
C -2.113 0.685 0.205
C 0.142 0.469 -0.250
O -2.280 0.040 1.169
O -2.548 1.397 -0.650
O 0.660 -0.587 0.383
Cl 0.931 2.056 0.354
H 0.112 0.520 -1.283
H 0.165 -0.720 1.201
```

Highest occupied orbital energy (eV): -2.4
Total charge: -1
2S+1: 1
Gap between HOMO and LUMO (eV): 6.414


Energy relative to the best compared isomer or geometry (same formula, charge and spin), respectively: 265.5, 102.4, 91.2, 42.9 kcal per mole.